No. 1
DFT (ωB97M-V with the def2-TZVPD basis set) results for one molecule with the formula C10H16N3P at a distorted geometry.

Each line ends with the natural charge from an NBO analysis.
CARTESIAN COORDINATES (ANGSTROEM)
C: -1.859 -2.906 0.028  -0.43
N: -1.466 -1.541 0.435  -0.42
C: -2.554 -0.736 0.967  -0.43
C: -0.148 -1.216 0.417  0.26
N: 0.748 -2.000 -0.067  -0.57
C: 1.903 -1.318 -0.192  0.14
C: 2.009 -0.042 0.215  -0.43
P: 0.485 0.421 1.078  0.92
N: -0.220 1.538 -0.162  -0.73
C: -0.805 2.653 0.607  -0.41
C: 0.398 1.773 -1.506  -0.41
C: 3.453 0.296 0.244  -0.48
C: 3.981 -0.832 -0.588  -0.13
C: 3.094 -1.841 -0.680  -0.23
H: -2.539 -2.852 -0.847  0.19
H: -0.846 -3.316 -0.304  0.26
H: -2.230 -3.567 0.739  0.20
H: -3.123 -0.085 0.231  0.20
H: -3.409 -1.291 1.387  0.21
H: -2.341 0.036 1.788  0.22
H: -1.807 2.389 1.054  0.18
H: -0.180 2.839 1.393  0.18
H: -0.978 3.586 0.052  0.20
H: -0.310 2.509 -2.051  0.21
H: 1.437 2.056 -1.335  0.19
H: 0.312 0.795 -1.999  0.21
H: 3.666 0.056 1.288  0.26
H: 3.734 1.348 0.037  0.23
H: 4.956 -0.919 -1.016  0.20
H: 3.308 -2.753 -1.090  0.22

Results
- SMILES string: CN(C)c1nc2c(p1N(C)C)CC=C2
- Energy relative to the best compared isomer or geometry (same formula, charge and spin): 0.0 kcal per mole
- HOMO level (spin up / spin down): -0.2664 / -0.2664 Eh
- Net charge: 0

***

No. 2
DFT (ωB97M-V with the def2-TZVPD basis set) results for one molecule with the formula C2H6N4O at a distorted geometry.

Each line ends with the natural charge from an NBO analysis.
CARTESIAN COORDINATES (ANGSTROEM)
H: -0.346 2.790 -0.084  0.38
N: -0.562 1.778 -0.445  -0.73
C: 0.335 0.963 0.051  0.30
N: 0.411 -0.448 0.004  -0.33
N: 1.649 -1.029 0.067  -0.60
C: -0.631 -1.312 -0.379  0.17
N: -1.923 -1.237 -0.163  -0.12
O: -2.274 -0.143 0.473  -0.59
H: 1.253 1.419 0.797  0.15
H: 2.398 -0.358 -0.304  0.35
H: 2.002 -0.957 1.096  0.34
H: -0.234 -2.175 -1.027  0.20
H: -2.077 0.709 -0.084  0.49

Results
- SMILES string: [H]/N=C/N(N)/C=N\O
- Energy relative to the best compared isomer or geometry (same formula, charge and spin): 123.1 kcal per mole
- HOMO level: -0.3232 Eh
- Net charge: 0

***

No. 3
DFT (ωB97M-V with the def2-TZVPD basis set) results for C16H39BBeClCsIN2NaO8P3 as an isolated structure at a distorted geometry.

Each line ends with the Mulliken charge.
CARTESIAN COORDINATES (ANGSTROEM)
C: -0.121 -4.365 -5.450  -0.73
C: 0.887 -3.584 -6.459  -0.54
C: 0.378 -2.095 -6.772  -0.27
Cl: 0.705 -1.690 -8.544  -0.12
B: 0.928 -0.960 -5.700  0.06
C: 0.248 0.477 -6.102  -0.14
C: 0.622 1.701 -5.164  -0.13
O: 1.658 1.856 -4.513  -0.42
I: -0.840 3.357 -5.021  -0.07
P: 0.378 -1.345 -3.865  -0.32
P: -1.768 -1.211 -3.615  0.95
O: -2.213 0.107 -2.847  -0.73
O: -2.683 -1.334 -5.034  -0.58
O: -2.260 -2.551 -2.614  -0.52
P: 2.870 -0.942 -5.664  0.09
N: 3.379 -1.779 -4.149  -0.63
O: 3.544 -1.858 -6.955  -0.45
H: -1.146 -3.849 -5.476  -0.05
H: 0.285 -4.215 -4.398  0.28
H: -0.218 -5.452 -5.759  0.37
H: 1.918 -3.640 -5.989  0.09
H: 0.972 -4.122 -7.470  0.55
H: -0.775 -2.130 -6.668  0.62
H: -0.892 0.339 -6.004  0.23
H: 0.412 0.802 -7.187  0.42
H: 0.888 -0.207 -3.121  0.09
H: -2.885 -2.298 -5.137  0.32
H: -2.260 -3.352 -3.193  0.34
H: 3.594 -1.049 -3.446  0.22
H: 4.235 -2.333 -4.331  0.23
H: 4.176 -2.509 -6.569  0.25
Cs: -3.404 -0.066 -1.327  0.78
Be: -1.517 -0.983 -8.239  -0.20
O: -3.187 3.845 0.704  -0.52
C: -3.259 4.947 1.387  0.33
C: -3.234 6.236 0.368  -0.16
O: -3.288 7.330 1.064  -0.43
H: -2.439 5.133 2.123  -0.04
H: -4.158 5.085 2.020  0.20
H: -4.058 6.050 -0.342  0.24
H: -2.346 6.087 -0.270  0.22
O: -0.921 5.221 3.081  -0.90
H: -0.012 5.364 2.823  0.16
C: 2.010 -2.848 6.382  -1.17
C: 1.971 -1.499 7.097  -0.36
C: 0.720 -0.659 6.836  -0.59
N: 0.722 0.210 5.563  0.05
C: -0.656 0.889 5.531  -0.50
C: -0.930 1.618 4.224  -0.46
C: -0.767 0.690 3.032  -0.56
C: 0.624 0.088 3.027  -1.14
C: 0.929 -0.649 4.323  -0.63
C: 1.805 1.267 5.675  -0.94
H: 2.337 -2.762 5.346  0.28
H: 2.722 -3.510 6.879  0.40
H: 1.033 -3.338 6.396  0.30
H: 2.893 -0.946 6.908  0.21
H: 1.972 -1.719 8.170  0.39
H: 0.578 0.040 7.665  0.46
H: -0.163 -1.301 6.784  0.41
H: -1.400 0.101 5.675  0.27
H: -0.701 1.576 6.380  0.48
H: -1.951 2.013 4.240  0.26
H: -0.274 2.486 4.117  0.23
H: -0.941 1.240 2.102  0.38
H: -1.520 -0.113 3.076  0.32
H: 1.366 0.872 2.852  0.37
H: 0.715 -0.612 2.192  0.48
H: 1.972 -0.965 4.315  0.38
H: 0.278 -1.521 4.425  0.44
H: 2.778 0.778 5.667  0.37
H: 1.657 1.814 6.606  0.35
H: 1.737 1.946 4.828  0.46
Na: -3.814 0.972 3.309  0.95

Results
- Energy relative to the best compared isomer or geometry (same formula, charge and spin): 83.0 kcal per mole
- HOMO level: -0.2651 Eh
- Net charge: +1

***

> Among the records above, which one has the highest net charge?

C16H39BBeClCsIN2NaO8P3

***

> Number 2 is which compound?

C2H6N4O

***

> What is the formula in the second record?

C2H6N4O

***

> Among the records above, which one has the lowest energy relative to the best compared isomer or geometry (same formula, charge and spin)?

C10H16N3P